{
  "formula": "CH3F3Si",
  "method": "ωB97M-V/def2-TZVPD",
  "symbols": ["C", "F", "F", "F", "Si", "H", "H", "H"],
  "positions_angstrom": [[1.458, -0.003, 0.027], [1.087, 0.709, 1.118], [1.433, 0.812, -0.976], [2.694, -0.502, 0.175], [-2.216, 0.543, -0.173], [-1.512, -0.830, -0.473], [0.681, -0.913, -0.054], [-3.625, 0.184, 0.355]],
  "homo_lumo_gap_ev": 7.43,
  "relative_energy_kcal_mol": 204.54,
  "lumo_energy_ev": -1.30,
  "e_tot_ev": -17112.877
}

=====

{
  "formula": "CH3F4NOP2",
  "method": "ωB97M-V/def2-TZVPD",
  "symbols": ["C", "N", "O", "F", "F", "F", "F", "P", "P", "H", "H", "H"],
  "positions_angstrom": [[-2.229, -0.123, -0.275], [-0.778, -0.356, -0.417], [1.703, 0.196, -0.053], [2.781, -1.233, 1.484], [3.316, -1.364, -0.903], [0.242, 2.166, -0.575], [0.386, 1.369, 1.567], [2.031, -1.401, 0.059], [0.240, 0.685, 0.092], [-2.367, 0.063, 0.760], [-2.583, 0.848, -0.897], [-2.742, -0.851, -0.842]],
  "homo_lumo_gap_ev": [4.63, 5.09],
  "s2": 2.009,
  "lumo_energy_ev": [0.27, -4.93],
  "e_tot_ev": -34068.840,
  "spin_multiplicity": 3
}

=====

{
  "formula": "CH3F4NP2",
  "method": "ωB97M-V/def2-TZVPD",
  "symbols": ["C", "N", "P", "F", "F", "P", "F", "F", "H", "H", "H"],
  "positions_angstrom": [[0.093, 1.186, -0.626], [0.113, 0.058, 0.208], [-0.505, 0.116, 1.959], [0.307, -1.050, 2.661], [-1.739, -0.820, 1.607], [0.243, -1.472, -0.337], [1.726, -1.448, -1.039], [-0.495, -1.244, -1.759], [0.377, 0.956, -1.681], [-0.831, 1.639, -0.709], [0.712, 2.080, -0.284]],
  "homo_lumo_gap_ev": 11.06,
  "relative_energy_kcal_mol": 0.00,
  "smiles": "CN(P(F)F)P(F)F",
  "lumo_energy_ev": 0.64,
  "e_tot_ev": -32027.112
}